16
Properties=species:S:1:pos:R:3:forces:R:3 method="wB97M-V/def2-TZVPD" multiplicity=2 e_above_lowest_kj_mol=103.2 total_charge=+1 largest_force_ev_per_a=1.957 mol_weight_g_mol=106.19 e_tot_ev=-17182.65299
C -0.588 -1.760 3.334 0.698 0.061 0.271
C -0.562 -0.976 2.008 -1.279 -0.551 -0.398
S 0.762 -1.511 0.908 0.364 0.669 0.740
H 0.345 -1.784 3.891 0.309 0.011 -0.235
H -0.901 -2.782 3.122 -0.187 0.156 0.344
H -1.259 -1.205 3.990 -0.383 -0.304 -0.153
H -1.520 -1.248 1.549 0.318 0.325 -0.347
H -0.561 0.111 2.131 0.615 -0.102 -0.030
H 0.100 -2.205 -0.019 -0.434 -0.252 -0.203
O 0.752 2.970 -2.684 -0.359 -0.243 0.201
C -0.279 2.445 -2.325 1.860 0.241 -0.558
C -0.546 0.998 -2.625 -1.492 0.793 0.324
H -0.990 3.082 -1.811 -0.847 -0.071 0.324
H 0.359 0.510 -2.957 -0.064 -0.176 -0.157
H -1.355 1.053 -3.373 0.498 -0.396 -0.256
H -1.074 0.524 -1.789 0.383 -0.160 0.133